DFT (ωB97M-V with the def2-TZVPD basis set) results for the molecule C4H5NO.

Each line ends with the Löwdin charge.
Cartesian coordinates (Å):
O 2.157 0.471 -0.181  0.034
C 0.882 0.287 0.290  -0.399
C 0.344 -0.927 0.613  -0.051
C -1.028 -0.875 0.255  -0.100
C -1.293 0.402 -0.175  -0.133
N -0.125 1.122 -0.138  0.072
H 2.065 0.010 -1.031  0.116
H 0.928 -1.763 0.971  0.108
H -1.686 -1.728 0.190  0.092
H -2.191 0.846 -0.572  0.105
H -0.041 2.124 -0.225  0.157

Values from the calculation:
SMILES: Oc1ccc[nH]1
Relative energy (zero: lowest compared OMol25 entry of this formula, charge and spin): 23.1 kcal per mole
Total charge: 0